# 1
Formula: C5H6O2
Source: OMol25
Level of theory: ωB97M-V/def2-TZVPD

Values from the calculation:
HOMO energy ... -9.770 eV
SMILES string ... O=C1CC2(CO2)C1
Orbital gap ... 10.54 eV

```
! RIJCOSX wB97M-V def2-TZVPD def2/J DEFGRID3
* xyz 0 1
O -2.708 -0.495 0.411
C -1.574 -0.280 0.083
C -0.734 1.001 0.003
C 0.440 0.077 -0.350
C 1.685 0.286 0.354
O 1.627 0.258 -1.075
C -0.416 -1.185 -0.368
H -0.563 1.397 1.012
H -1.073 1.815 -0.638
H 1.842 1.290 0.748
H 2.120 -0.539 0.907
H -0.614 -1.629 -1.353
H -0.097 -1.979 0.313
*
```


# 2
Formula: C9H11NO
Source: OMol25
Level of theory: ωB97M-V/def2-TZVPD

Values from the calculation:
HOMO energy (alpha / beta) ... -7.883 / -7.884 eV
Orbital gap (alpha / beta) ... 8.54 / 8.54 eV

```
! RIJCOSX wB97M-V def2-TZVPD def2/J DEFGRID3
* xyz 0 1
C -2.969 0.262 -0.439
C -2.902 1.263 0.528
C -1.774 -0.377 -0.606
C -1.638 1.142 1.036
C 2.262 1.049 -0.656
C 1.928 1.338 0.555
C 1.567 -0.017 -1.354
C 0.393 -0.273 0.661
C 0.656 -1.745 1.137
N -0.919 0.184 0.377
O 1.143 0.616 1.363
H -3.801 0.256 -1.141
H -3.775 1.905 0.735
H -1.537 -1.323 -1.084
H -1.028 1.704 1.817
H 3.268 1.397 -0.993
H 2.375 2.198 1.272
H 1.013 0.178 -2.238
H 2.223 -0.997 -1.212
H 1.687 -2.223 0.958
H 0.027 -2.562 0.642
H 0.220 -1.674 2.174
*
```


# 3
Formula: BrH2NOS
Source: OMol25
Level of theory: ωB97M-V/def2-TZVPD

Values from the calculation:
HOMO energy (alpha / beta) ... -9.137 / -10.572 eV
Orbital gap (alpha / beta) ... 8.15 / 9.26 eV

```
! RIJCOSX wB97M-V def2-TZVPD def2/J DEFGRID3
* xyz 0 1
N -0.883 -0.797 0.681
O 1.839 1.157 0.492
S 0.701 0.945 -0.372
Br 1.230 -0.240 -2.165
H -1.197 -0.080 1.309
H -1.689 -0.985 0.054
*
```


# 4
Formula: C4H8N2O
Source: OMol25
Level of theory: ωB97M-V/def2-TZVPD

Values from the calculation:
HOMO energy ... -9.386 eV
Orbital gap ... 10.19 eV

```
! RIJCOSX wB97M-V def2-TZVPD def2/J DEFGRID3
* xyz 0 1
C 1.710 -1.169 -0.648
N 0.394 -1.162 -0.029
C -0.413 -0.035 -0.384
C -1.614 0.133 0.577
O -1.006 0.906 1.589
C 0.086 1.324 0.087
N 0.201 2.512 0.184
H 2.312 -0.272 -0.424
H 2.262 -2.049 -0.307
H 1.602 -1.244 -1.736
H 0.476 -1.188 0.984
H -0.597 -0.019 -1.466
H -1.930 -0.850 0.945
H -2.466 0.628 0.086
H -0.547 2.194 1.105
*
```


# 5
Formula: C34H65FN5O15S2
Source: OMol25
Level of theory: ωB97M-V/def2-TZVPD

Values from the calculation:
HOMO energy ... -5.414 eV
Orbital gap ... 6.84 eV

```
! RIJCOSX wB97M-V def2-TZVPD def2/J DEFGRID3
* xyz -1 1
C 6.889 -5.614 -0.645
C 6.715 -4.122 -0.880
O 5.524 -3.885 -1.585
C 5.181 -2.489 -1.658
C 4.182 -2.180 -0.548
C 3.351 -0.876 -0.649
C 4.256 0.252 -1.283
O 3.721 0.984 -2.118
O 5.398 0.315 -0.815
C 3.008 -0.368 0.787
C 3.281 1.079 1.176
C 2.406 2.158 0.523
C 1.586 2.934 1.539
F 3.240 3.098 -0.095
O 1.558 -0.490 1.120
S 0.973 -1.920 0.890
O 1.883 -2.905 1.401
O -0.379 -1.951 1.364
C 0.973 -1.947 -0.964
N -0.352 -1.517 -1.388
C -0.816 -0.428 -1.116
O -1.326 0.603 -0.926
O 1.166 -3.298 -1.222
C 0.426 -3.953 -2.251
C -0.835 -4.678 -1.757
C -0.801 -6.134 -2.265
C -2.216 -4.073 -2.122
C -2.845 -3.247 -0.968
C -2.270 -3.306 -3.445
C 2.083 -1.022 -1.530
C 2.400 -1.447 -2.969
C 1.350 -0.972 -3.981
C 1.455 -1.680 -5.333
S 2.940 -1.314 -6.220
O 3.444 -0.034 -5.838
O 3.832 -2.442 -6.200
O 2.332 -1.209 -7.703
H 7.408 -6.084 -1.481
H 5.932 -6.100 -0.467
H 7.525 -5.765 0.229
H 6.717 -3.603 0.086
H 7.586 -3.749 -1.437
H 6.095 -1.905 -1.546
H 4.808 -2.319 -2.663
H 3.542 -3.056 -0.452
H 4.759 -2.142 0.379
H 3.515 -0.988 1.523
H 4.333 1.341 1.112
H 3.024 1.100 2.242
H 1.761 1.737 -0.247
H 0.883 3.588 1.024
H 1.042 2.235 2.175
H 2.271 3.520 2.151
H 0.253 -3.313 -3.115
H 1.124 -4.713 -2.609
H -0.773 -4.736 -0.669
H -1.074 -6.150 -3.324
H -1.582 -6.700 -1.755
H 0.171 -6.601 -2.120
H -2.890 -4.924 -2.267
H -3.248 -2.317 -1.356
H -3.655 -3.792 -0.483
H -2.096 -3.013 -0.215
H -1.509 -2.533 -3.523
H -3.255 -2.857 -3.563
H -2.116 -3.988 -4.289
H 1.706 0.002 -1.594
H 2.541 -2.529 -3.042
H 3.336 -1.001 -3.291
H 1.510 0.098 -4.125
H 0.336 -1.152 -3.633
H 0.626 -1.362 -5.968
H 1.377 -2.762 -5.233
H 3.055 -1.459 -8.297
C -4.908 -0.047 0.696
O -4.685 -0.816 -0.222
N -5.060 -0.423 1.977
C -5.326 0.538 3.031
C -4.941 -1.835 2.292
H -4.993 1.044 0.552
H -4.532 0.509 3.779
H -6.278 0.306 3.518
H -5.381 1.547 2.619
H -3.957 -2.208 2.006
H -5.690 -2.412 1.746
H -5.085 -1.973 3.361
C -6.830 4.136 2.735
O -5.760 3.557 2.833
N -7.377 4.543 1.583
C -8.649 5.235 1.540
C -6.663 4.286 0.343
H -7.451 4.373 3.615
H -9.370 4.663 0.950
H -8.525 6.221 1.101
H -9.034 5.351 2.550
H -6.515 3.215 0.203
H -5.683 4.762 0.365
H -7.240 4.683 -0.488
C -7.597 8.631 3.393
O -7.502 7.765 2.544
N -7.671 8.405 4.717
C -7.779 9.487 5.675
C -7.636 7.035 5.199
H -7.620 9.703 3.137
H -6.931 9.476 6.362
H -8.700 9.396 6.254
H -7.789 10.440 5.151
H -6.709 6.548 4.893
H -8.470 6.466 4.788
H -7.702 7.036 6.284
C 9.586 -1.138 2.479
O 9.588 -2.356 2.486
N 8.725 -0.368 1.797
C 8.788 1.078 1.840
C 7.687 -0.988 0.982
H 10.322 -0.549 3.057
H 7.856 1.489 2.230
H 8.949 1.482 0.840
H 9.609 1.390 2.485
H 7.047 -1.613 1.607
H 8.141 -1.620 0.219
H 7.086 -0.219 0.504
*
```


# 6
Formula: C3H7N3S2
Source: OMol25
Level of theory: ωB97M-V/def2-TZVPD

Values from the calculation:
HOMO energy ... -8.279 eV
SMILES string ... CN(C=S)/N=C\NS
Orbital gap ... 8.77 eV

```
! RIJCOSX wB97M-V def2-TZVPD def2/J DEFGRID3
* xyz 0 1
C -1.095 1.458 -0.837
N -0.808 0.293 0.020
C -1.356 -0.873 -0.357
S -1.157 -2.315 0.334
N -0.164 0.622 1.276
C 1.002 0.149 1.488
N 1.884 -0.557 0.693
S 1.918 -0.909 -0.974
H -1.499 2.215 -0.224
H -0.159 1.927 -1.246
H -1.800 1.220 -1.671
H -1.866 -0.604 -1.298
H 1.326 0.314 2.495
H 2.723 -0.931 1.238
H 1.051 -2.009 -0.937
*
```


# 7
Formula: C29H45BCl3F4N7O2RuS2
Source: OMol25
Level of theory: ωB97M-V/def2-TZVPD

Values from the calculation:
<S²> ... 8.772
HOMO energy (alpha / beta) ... -14.237 / -14.602 eV
Orbital gap (alpha / beta) ... 6.27 / 2.83 eV

```
! RIJCOSX wB97M-V def2-TZVPD def2/J DEFGRID3
* xyz 3 6
Ru 1.448 0.580 -0.492
N 1.474 0.885 4.854
C 1.381 2.141 4.023
C 0.871 1.785 2.635
N 1.736 0.788 1.963
C 1.845 -0.436 2.783
C 2.342 -0.152 4.194
H 0.528 0.519 4.993
H 1.834 1.101 5.787
H 2.378 2.580 3.994
H 0.707 2.829 4.528
H 0.804 2.681 2.024
H -0.134 1.362 2.698
H 2.668 1.190 1.873
H 2.535 -1.132 2.308
H 0.861 -0.909 2.814
H 3.356 0.248 4.185
H 2.330 -1.052 4.807
F 0.985 1.067 -2.684
B 2.117 1.968 -3.030
F 1.683 2.961 -3.828
F 3.144 1.196 -3.500
F 2.458 2.464 -1.700
Cl -2.692 1.251 5.119
C -3.051 0.185 3.790
C -3.382 0.716 2.557
C -3.691 -0.163 1.528
C -3.682 -1.544 1.701
C -4.014 -2.423 0.519
C -2.807 -3.220 0.012
N -1.744 -2.364 -0.532
C -1.514 -2.177 -1.875
C -0.453 -1.341 -1.974
N -0.028 -1.010 -0.688
C -0.858 -1.638 0.145
O -5.031 -3.356 0.835
C -6.154 -3.306 -0.072
C -5.760 -3.763 -1.446
C -5.608 -2.952 -2.541
Cl -5.862 -1.255 -2.612
S -5.091 -3.796 -3.941
C -5.066 -5.273 -3.071
C -5.442 -5.115 -1.771
C -3.345 -2.039 2.962
Cl -3.294 -3.732 3.299
C -3.030 -1.182 4.007
H -3.440 1.785 2.416
H -3.984 0.236 0.562
H -4.340 -1.761 -0.289
H -3.146 -3.861 -0.798
H -2.400 -3.849 0.801
H -2.108 -2.666 -2.631
H 0.017 -0.954 -2.860
H -0.819 -1.614 1.222
H -6.554 -2.291 -0.100
H -6.908 -3.961 0.357
H -4.798 -6.190 -3.573
H -5.511 -5.932 -1.066
H -2.796 -1.586 4.983
O 0.150 2.236 -0.182
S -0.776 2.909 -1.264
C 0.003 4.488 -1.713
C -0.724 5.592 -0.946
C -2.170 5.123 -0.805
C -2.078 3.694 -0.282
H -0.116 4.569 -2.794
H 1.066 4.380 -1.499
H -0.649 6.536 -1.482
H -0.274 5.733 0.038
H -2.669 5.138 -1.777
H -2.755 5.743 -0.128
H -2.991 3.109 -0.373
H -1.706 3.658 0.744
C 3.086 -1.997 -1.807
N 4.250 -1.180 -2.075
C 4.827 -1.351 -3.418
C 4.476 -0.093 -1.334
N 3.546 0.304 -0.417
N 5.636 0.568 -1.433
C 5.747 1.966 -1.028
C 6.915 -0.102 -1.700
H 3.094 -2.856 -2.472
H 2.164 -1.446 -2.028
H 3.060 -2.345 -0.776
H 4.013 -1.406 -4.139
H 5.419 -2.264 -3.467
H 5.437 -0.497 -3.681
H 3.941 1.072 0.114
H 4.804 2.483 -1.185
H 6.494 2.446 -1.657
H 6.076 2.062 0.012
H 6.788 -1.179 -1.713
H 7.604 0.155 -0.895
H 7.349 0.228 -2.643
*
```


# 8
Formula: H4N2S2
Source: OMol25
Level of theory: ωB97M-V/def2-TZVPD

Values from the calculation:
HOMO energy (alpha / beta) ... -8.707 / -8.707 eV
Orbital gap (alpha / beta) ... 7.51 / 7.51 eV

```
! RIJCOSX wB97M-V def2-TZVPD def2/J DEFGRID3
* xyz 0 1
N -0.170 1.800 1.109
N -0.089 -1.144 -1.287
S -0.499 0.382 -0.268
S 0.075 -2.535 -0.701
H 0.928 1.851 1.066
H -0.385 2.633 0.617
H -1.246 -0.312 0.506
H 1.387 -2.676 -1.043
*
```


Energy above the lowest of the compared OMol25 structures with the same formula, charge and spin across the listed records, respectively: 226.55 519.98 200.60 493.74 0.00 254.80 0.00 362.36 kJ/mol.
E_tot across the listed records, respectively: -9374.7477 -13043.6847 -84444.9647 -9301.2759 -98864.5348 -29362.9863 -118675.2095 -24711.0159 eV.
F_max across the listed records, respectively: 0.63 6.70 1.22 0.95 1.17 2.61 3.14 4.09 eV/Å.